{
  "formula": "C52H114F2O37S12",
  "method": "ωB97M-V/def2-TZVPD",
  "mol_weight_g_mol": 1754.2,
  "largest_force_ev_per_a": 3.941,
  "e_homo_ev": -9.2,
  "charge": 0,
  "energy_ha": -9811.2442,
  "gap_ev": 9.318,
  "symbols": ["C", "C", "C", "O", "C", "H", "H", "H", "H", "H", "H", "H", "H", "O", "S", "O", "O", "C", "C", "C", "H", "H", "H", "H", "H", "H", "H", "H", "O", "S", "O", "O", "C", "C", "C", "H", "H", "H", "H", "H", "H", "H", "H", "O", "S", "O", "O", "C", "C", "C", "H", "H", "H", "H", "H", "H", "H", "H", "O", "S", "O", "O", "C", "C", "C", "H", "H", "H", "H", "H", "H", "H", "H", "O", "S", "O", "O", "C", "C", "C", "H", "H", "H", "H", "H", "H", "H", "H", "O", "S", "O", "O", "C", "C", "C", "H", "H", "H", "H", "H", "H", "H", "H", "O", "S", "O", "O", "C", "C", "C", "H", "H", "H", "H", "H", "H", "H", "H", "O", "S", "O", "O", "C", "C", "C", "H", "H", "H", "H", "H", "H", "H", "H", "O", "S", "O", "O", "C", "C", "C", "H", "H", "H", "H", "H", "H", "H", "H", "O", "S", "O", "O", "C", "C", "C", "H", "H", "H", "H", "H", "H", "H", "H", "O", "S", "O", "O", "C", "C", "C", "H", "H", "H", "H", "H", "H", "H", "H", "O", "S", "O", "O", "C", "C", "C", "H", "H", "H", "H", "H", "H", "H", "H", "F", "C", "C", "C", "C", "C", "C", "H", "H", "H", "H", "H", "F", "C", "C", "C", "C", "C", "C", "H", "H", "H", "H", "H"],
  "positions_angstrom": [[-32.465, 18.165, 8.631], [-33.099, 19.082, 7.637], [-32.721, 20.424, 8.240], [-31.369, 20.166, 8.666], [-31.155, 18.806, 9.049], [-32.374, 17.139, 8.274], [-33.086, 18.085, 9.523], [-34.181, 18.952, 7.672], [-32.600, 19.126, 6.670], [-33.278, 20.759, 9.116], [-32.779, 21.123, 7.406], [-31.118, 18.739, 10.136], [-30.257, 18.351, 8.631], [-21.308, 14.892, 9.889], [-21.270, 14.837, 11.330], [-21.839, 13.789, 12.182], [-19.648, 15.136, 11.806], [-18.863, 15.947, 10.995], [-17.375, 15.369, 11.078], [-21.980, 16.474, 11.945], [-18.870, 16.919, 11.489], [-19.235, 16.195, 10.000], [-16.633, 16.027, 10.626], [-17.348, 14.401, 10.577], [-17.164, 15.235, 12.139], [-23.068, 16.424, 11.960], [-21.378, 17.223, 11.429], [-21.622, 16.382, 12.970], [-23.042, 19.691, 10.922], [-22.253, 20.551, 10.058], [-21.459, 21.600, 10.647], [-21.261, 19.513, 9.176], [-20.295, 20.139, 8.316], [-20.309, 19.323, 7.034], [-23.364, 21.185, 8.707], [-19.356, 19.909, 8.819], [-20.262, 21.209, 8.113], [-20.039, 18.275, 7.165], [-19.664, 19.742, 6.262], [-21.280, 19.313, 6.540], [-22.728, 21.590, 7.920], [-23.989, 21.963, 9.145], [-24.014, 20.379, 8.366], [-29.131, 12.279, 18.547], [-29.426, 12.945, 17.265], [-30.800, 13.283, 16.864], [-28.485, 14.356, 17.145], [-28.845, 15.325, 16.174], [-27.698, 16.325, 16.053], [-28.650, 11.962, 15.889], [-29.774, 15.774, 16.527], [-29.099, 15.037, 15.154], [-26.828, 15.955, 15.510], [-27.338, 16.530, 17.062], [-28.026, 17.287, 15.661], [-27.570, 11.897, 16.022], [-28.895, 12.551, 15.004], [-29.158, 10.998, 15.897], [-26.190, 22.097, 18.685], [-27.615, 21.747, 18.463], [-28.090, 21.200, 17.209], [-28.076, 20.613, 19.641], [-27.522, 20.741, 20.921], [-28.414, 19.990, 21.917], [-28.749, 23.051, 18.947], [-27.484, 21.809, 21.137], [-26.498, 20.372, 20.965], [-28.493, 18.922, 21.714], [-29.451, 20.312, 21.827], [-28.057, 20.036, 22.946], [-28.755, 23.880, 18.239], [-28.383, 23.508, 19.866], [-29.742, 22.602, 18.953], [-25.393, 23.789, 7.056], [-26.659, 23.640, 6.344], [-26.728, 23.858, 4.877], [-27.268, 22.128, 6.652], [-27.043, 21.690, 7.967], [-28.362, 21.092, 8.551], [-28.070, 24.639, 7.128], [-26.740, 22.441, 8.696], [-26.219, 20.983, 8.071], [-28.407, 20.667, 9.554], [-28.775, 20.254, 7.988], [-29.144, 21.850, 8.499], [-28.025, 25.686, 6.831], [-27.936, 24.537, 8.205], [-28.958, 24.183, 6.689], [-32.342, 16.250, 13.016], [-31.903, 17.480, 13.700], [-30.523, 17.725, 14.103], [-32.323, 18.752, 12.710], [-31.949, 20.060, 13.059], [-31.510, 20.891, 11.891], [-33.129, 17.846, 15.042], [-31.064, 19.990, 13.691], [-32.672, 20.701, 13.562], [-31.154, 21.849, 12.270], [-32.282, 21.090, 11.148], [-30.654, 20.406, 11.422], [-34.186, 17.688, 14.825], [-32.791, 18.841, 15.331], [-33.001, 17.111, 15.836], [-29.623, 15.986, 8.402], [-30.156, 14.883, 9.235], [-31.529, 14.388, 9.174], [-29.080, 13.600, 9.273], [-27.710, 14.003, 9.022], [-26.888, 12.734, 9.306], [-29.923, 15.369, 11.059], [-27.308, 14.856, 9.568], [-27.666, 14.304, 7.976], [-25.810, 12.850, 9.197], [-27.136, 11.854, 8.713], [-26.975, 12.441, 10.352], [-30.500, 14.707, 11.704], [-30.407, 16.345, 11.078], [-28.866, 15.347, 11.324], [-27.198, 13.782, 13.051], [-25.811, 14.010, 13.496], [-25.169, 15.324, 13.590], [-25.502, 13.104, 14.879], [-24.315, 13.350, 15.659], [-24.645, 14.138, 16.977], [-24.759, 12.966, 12.418], [-23.494, 13.794, 15.095], [-23.926, 12.368, 15.929], [-25.133, 13.511, 17.723], [-25.263, 14.992, 16.697], [-23.747, 14.507, 17.473], [-23.921, 12.487, 12.924], [-24.544, 13.481, 11.481], [-25.382, 12.114, 12.148], [-32.576, 21.008, 16.160], [-32.137, 22.427, 16.190], [-31.794, 23.200, 17.398], [-30.957, 22.699, 15.036], [-30.090, 23.861, 15.218], [-29.856, 24.452, 13.766], [-33.492, 23.415, 15.367], [-29.129, 23.470, 15.551], [-30.586, 24.552, 15.899], [-29.135, 25.268, 13.723], [-30.786, 24.889, 13.401], [-29.494, 23.645, 13.129], [-33.706, 22.860, 14.453], [-33.085, 24.402, 15.142], [-34.235, 23.406, 16.164], [-24.408, 15.142, 9.767], [-24.433, 15.684, 8.390], [-24.260, 14.791, 7.284], [-25.867, 16.500, 8.107], [-25.984, 17.227, 6.855], [-27.461, 17.551, 6.700], [-23.378, 17.136, 8.263], [-25.517, 16.730, 6.005], [-25.518, 18.213, 6.835], [-27.876, 18.001, 7.602], [-28.014, 16.641, 6.468], [-27.709, 18.135, 5.814], [-22.342, 16.977, 8.562], [-23.804, 17.925, 8.884], [-23.323, 17.503, 7.238], [-28.106, 18.437, 10.320], [-26.742, 18.847, 10.692], [-25.767, 19.285, 9.726], [-26.868, 19.986, 11.825], [-27.805, 19.890, 12.892], [-27.318, 20.683, 14.055], [-25.944, 17.462, 11.641], [-28.169, 18.913, 13.209], [-28.670, 20.395, 12.462], [-26.606, 20.185, 14.714], [-28.151, 20.910, 14.721], [-26.923, 21.654, 13.759], [-24.933, 17.780, 11.893], [-25.945, 16.560, 11.029], [-26.515, 17.255, 12.546], [-27.563, 26.341, 15.494], [-26.537, 26.226, 16.500], [-26.856, 25.822, 17.898], [-25.349, 25.193, 15.938], [-25.757, 23.880, 15.522], [-24.592, 22.942, 15.771], [-25.603, 27.782, 16.529], [-26.156, 23.946, 14.510], [-26.561, 23.545, 16.178], [-23.689, 23.420, 15.391], [-24.613, 21.898, 15.460], [-24.510, 22.885, 16.856], [-24.913, 27.751, 15.685], [-25.107, 27.970, 17.481], [-26.319, 28.582, 16.342], [-26.932, 23.040, 11.267], [-25.762, 23.562, 11.644], [-24.818, 22.614, 12.031], [-23.593, 23.071, 12.571], [-23.338, 24.438, 12.753], [-24.323, 25.348, 12.430], [-25.486, 24.914, 11.809], [-25.016, 21.556, 11.940], [-22.777, 22.428, 12.866], [-22.387, 24.749, 13.160], [-24.130, 26.409, 12.492], [-26.168, 25.696, 11.508], [-22.132, 16.468, 16.287], [-23.040, 17.210, 16.995], [-24.150, 17.776, 16.356], [-25.022, 18.567, 17.127], [-24.777, 18.834, 18.482], [-23.710, 18.258, 19.099], [-22.785, 17.501, 18.357], [-24.320, 17.544, 15.315], [-25.835, 18.963, 16.537], [-25.522, 19.402, 19.020], [-23.470, 18.452, 20.134], [-21.955, 17.088, 18.912]],
  "forces_ev_per_a": [[0.08, -1.97, 0.21], [-0.52, 0.90, 1.04], [0.90, -0.94, -0.15], [0.90, 1.47, -0.32], [-1.32, 0.09, 0.08], [0.23, -0.04, -0.08], [-0.30, 0.12, -0.01], [0.01, -0.10, -0.83], [-0.49, -0.72, -0.22], [-0.46, -0.03, -0.13], [0.48, 0.67, 0.51], [0.47, 0.06, 0.12], [-0.03, 0.42, -0.26], [0.15, -1.02, 0.71], [-0.34, 2.43, 1.52], [1.68, 1.24, -1.82], [-3.25, -2.23, -0.12], [2.57, 1.29, 0.20], [-1.82, 0.34, -0.34], [1.60, -2.45, 0.50], [0.29, 0.32, 0.11], [-0.08, -0.93, -0.20], [-0.18, 0.10, 0.02], [0.06, 0.00, 0.06], [0.12, -0.01, -0.11], [0.21, 0.30, -0.63], [-0.81, 0.24, -0.15], [-0.17, 0.45, 0.20], [1.07, 0.65, -0.92], [-0.68, -0.97, -0.63], [-0.37, -0.65, -0.78], [-1.97, 2.05, 1.35], [1.69, -1.79, -0.53], [-0.29, 0.16, -0.88], [0.83, -0.20, 0.96], [0.25, 0.37, -0.03], [-1.04, 0.08, 0.48], [0.12, 0.10, 0.31], [0.36, 0.08, 0.23], [-0.33, 0.13, 0.27], [-0.12, -0.01, 0.05], [0.19, 0.06, 0.08], [0.34, -0.12, 0.12], [-0.50, 1.83, -2.44], [0.35, -0.04, -0.30], [2.25, -0.49, 0.90], [-0.61, -2.75, 0.48], [-0.66, 1.54, -0.60], [-0.01, 0.00, 1.14], [-0.82, 1.04, 0.96], [0.14, 0.45, 0.09], [0.17, -1.18, 0.05], [-0.27, -0.07, -0.27], [0.07, 0.12, 0.14], [-0.15, -0.17, -0.30], [-0.22, 0.02, 0.19], [0.08, -0.23, -0.10], [0.11, 0.10, -0.04], [-3.10, -0.70, -0.55], [0.85, -0.60, 1.34], [0.75, 0.38, 1.11], [0.23, 0.71, -2.89], [0.17, 0.24, 1.37], [-0.25, -0.34, -0.45], [0.56, 0.29, -0.29], [0.06, 0.05, 0.51], [0.06, -0.09, -0.19], [0.42, -0.08, -0.39], [0.08, 0.43, 0.27], [0.01, 0.47, -0.08], [0.30, -0.28, -0.38], [-0.30, -0.41, 0.23], [0.15, 0.04, 0.34], [-1.65, -0.09, -0.82], [-0.77, 0.49, -1.66], [0.18, -0.79, 3.42], [0.92, 1.98, -1.03], [-0.83, -1.65, 3.09], [-0.39, 0.07, -0.96], [1.48, -0.74, -0.74], [-0.07, 0.74, -0.48], [-0.12, -0.26, -0.75], [0.81, 0.59, 0.14], [0.30, 0.06, -0.54], [0.00, 0.14, 0.06], [0.38, -0.17, -0.09], [-0.35, -0.14, -0.11], [0.05, -0.07, 0.40], [1.38, 2.59, 1.12], [-2.02, -0.14, -0.95], [-1.65, -0.68, -0.17], [-0.52, -1.94, 0.00], [1.49, 1.39, 0.61], [0.55, -0.24, -0.76], [1.53, -0.74, 0.05], [-0.11, 0.08, 0.41], [-0.74, -0.98, 0.46], [-0.09, 0.09, 0.13], [0.01, -0.18, 0.01], [-0.10, 0.10, -0.38], [0.28, 0.58, -1.03], [-0.62, -0.02, 0.37], [0.74, 0.15, 0.16], [-1.23, -2.57, 1.03], [0.67, 0.74, 2.96], [2.23, 0.44, -0.96], [-1.34, 1.83, -0.45], [0.77, -1.44, -1.01], [0.41, -0.02, 0.41], [-0.62, -0.07, -1.74], [-0.63, 0.00, 0.57], [0.20, -0.12, -0.04], [-0.01, 0.56, -0.37], [-0.43, 0.28, -0.19], [-0.44, 0.08, 0.12], [0.06, -0.20, -0.40], [0.43, 0.14, 0.24], [-0.13, 0.28, -0.18], [2.31, 1.01, 1.68], [1.77, -2.01, -0.91], [-1.49, -1.39, 0.35], [-1.27, 1.35, -1.16], [0.38, 0.29, 1.56], [0.25, -0.40, -1.12], [-1.20, -0.38, -0.16], [-0.38, 0.46, -0.29], [-0.29, -0.21, -0.09], [-0.36, -0.02, -0.31], [-0.03, -0.03, 0.32], [0.19, 0.02, -0.33], [0.20, 0.92, 0.09], [0.33, 0.22, 0.33], [-0.38, 0.11, 0.07], [1.75, 3.18, 0.36], [-0.92, 1.11, -1.10], [-0.21, -2.08, -1.53], [-1.21, -1.06, 1.46], [0.42, 0.30, -1.91], [-0.54, -0.26, 1.28], [1.60, -1.30, 0.90], [-0.16, 0.23, 0.56], [0.48, 0.04, 0.01], [0.19, -0.17, 0.51], [-0.12, -0.34, -0.23], [-0.19, 0.05, -0.13], [-0.43, 0.13, 0.22], [-0.12, -0.08, 0.20], [-0.37, 0.19, -0.54], [-0.67, 1.44, -2.58], [-0.60, 0.84, 0.65], [0.23, 0.11, 0.39], [1.56, -0.87, 0.68], [-0.70, 1.08, -0.43], [-0.50, -1.26, -0.67], [0.54, 0.11, 0.12], [-0.34, -0.69, 0.18], [0.64, 0.02, 0.97], [0.12, 0.01, -0.08], [-0.10, -0.22, 0.55], [0.58, 0.58, 0.12], [-0.21, -0.54, 0.26], [-0.15, -0.19, 0.17], [-0.37, -0.34, -0.08], [2.30, 0.76, 0.38], [-1.09, -2.33, 1.32], [-0.90, 0.35, 0.36], [1.69, -0.99, -1.31], [-1.67, 0.84, -0.11], [0.04, 0.56, 0.93], [-0.75, 0.93, -0.41], [0.57, -0.46, -0.47], [-0.37, -0.05, 0.30], [0.27, -0.15, -0.33], [-0.26, -0.13, -0.07], [0.19, -0.07, -0.17], [-0.09, 0.06, -0.14], [0.05, 0.25, -0.19], [-0.07, 0.20, -0.08], [0.23, -0.25, 0.57], [1.18, -1.39, 2.00], [0.30, 0.82, -3.18], [-0.92, 1.96, 0.76], [-0.89, -0.88, 0.15], [0.67, 0.65, 0.73], [-0.22, -0.39, -0.33], [0.31, -0.08, -0.16], [-0.31, 0.04, -0.02], [0.07, -0.22, -0.06], [-0.60, 0.26, -0.55], [0.23, 0.05, 0.09], [0.06, -0.06, 0.17], [-0.02, -0.45, -0.13], [-0.18, -0.22, 0.04], [-0.82, 0.65, -0.68], [1.61, -0.57, 1.23], [1.40, 0.70, 0.54], [-0.36, 0.56, -0.32], [-0.40, -0.80, 0.12], [0.41, -0.26, -0.91], [-0.99, 0.39, -0.02], [-0.11, -0.03, -0.08], [-0.30, -0.54, -0.15], [0.02, 0.06, 0.06], [-0.12, 0.09, 0.18], [-0.42, -0.22, -0.11], [-0.71, 0.35, 0.43], [0.25, 1.01, 1.03], [0.60, -0.41, 1.15], [0.97, -0.47, -0.85], [-1.62, -0.07, -1.13], [1.56, -0.36, -0.49], [-0.77, -0.48, -0.55], [-0.14, 0.11, -0.11], [-0.41, 0.31, 0.57], [0.15, 0.20, 0.11], [-0.18, -0.03, 0.12], [0.27, -0.15, -0.39]]
}